--- w ---
C3H9N3O in the gas phase. Source: OMol25; level of theory: the ωB97M-V functional and the def2-TZVPD basis.

Positions of all 16 atoms, in Å:
C1 1.352 0.494 1.111
C2 0.315 0.461 0.013
N1 0.755 1.079 -1.179
N2 -1.157 0.624 0.455
C3 -0.696 -0.624 -0.045
N3 -1.212 -1.049 -1.318
O1 -0.515 -1.702 0.845
H1 2.308 0.149 0.721
H2 1.049 -0.133 1.946
H3 1.473 1.517 1.467
H4 0.249 0.745 -1.990
H5 0.705 2.091 -1.125
H6 -1.255 0.672 1.461
H7 -1.882 -1.796 -1.163
H8 -1.710 -0.276 -1.743
H9 0.221 -2.250 0.543

Properties
charge	0
LUMO	0.9	eV
HOMO energy	-9.25	eV

---

--- x ---
C3H9N3O in the gas phase. Source: OMol25; level of theory: the ωB97M-V functional and the def2-TZVPD basis.

Positions of all 16 atoms, in Å:
C1 1.741 -0.405 -1.065
C2 0.615 -1.348 -0.203
C3 -0.122 -0.212 0.424
N1 -0.198 0.194 1.669
O1 -0.811 1.487 1.801
N2 -0.782 0.571 -0.502
N3 -2.196 0.778 -0.348
H1 2.789 -1.025 -1.275
H2 2.310 0.297 -0.353
H3 1.458 0.123 -1.863
H4 0.203 -2.065 -0.871
H5 0.890 -2.122 0.636
H6 -0.937 1.526 2.919
H7 -0.425 0.349 -1.538
H8 -1.974 1.697 0.318
H9 -2.563 0.155 0.249

Properties
charge	0
LUMO	0.8	eV
HOMO energy	-8.65	eV

---

We find w to be the most stable, with the next structure 0.1938 hartree higher.

---

--- w ---
A 2-piece molecular cluster, C2H3ClNOP overall. Source: OMol25; level of theory: the ωB97M-V functional and the def2-TZVPD basis.

Positions of all 9 atoms, in Å:
C1 -0.346 -2.025 1.560
C2 0.317 2.983 -0.665
N1 -0.529 -1.826 2.672
O1 1.227 -2.833 -0.496
P1 -0.008 -2.090 -0.229
Cl1 -1.619 -3.166 -0.857
H1 -0.720 2.782 -0.515
H2 0.736 3.903 -0.312
H3 0.942 2.271 -1.158

Properties
charge	0
LUMO (alpha / beta)	-3.4 / -0.1	eV
HOMO energy (alpha / beta)	-9.12 / -10.77	eV

---

--- x ---
A 2-piece molecular cluster, C2H3ClNOP overall. Source: OMol25; level of theory: the ωB97M-V functional and the def2-TZVPD basis.

Positions of all 9 atoms, in Å:
C1 1.110 -0.858 2.701
C2 -0.040 -0.182 0.055
N1 2.007 -1.329 3.231
O1 -1.564 -0.267 2.440
P1 -0.254 -0.073 1.858
Cl1 1.147 2.779 1.975
H1 -0.650 -0.995 -0.342
H2 -0.376 0.760 -0.378
H3 1.011 -0.320 -0.184

Properties
charge	0
LUMO (alpha / beta)	-3.0 / -3.3	eV
HOMO energy (alpha / beta)	-10.27 / -10.03	eV

---

We find x to be the most stable, with the next structure 0.0365 hartree higher.

---

--- w ---
C46H46HgN7O4P3 as an isolated structure. Source: OMol25; level of theory: the ωB97M-V functional and the def2-TZVPD basis.

Positions of all 107 atoms, in Å:
Hg1 0.577 -0.052 -1.115
C1 0.022 5.562 -1.276
N1 -0.268 4.202 -0.863
C2 -0.992 3.838 0.236
C3 -1.028 2.474 0.239
N2 -0.337 2.008 -0.834
C4 0.115 3.064 -1.491
P1 1.026 3.055 -3.080
C5 0.056 1.733 -3.880
N3 -0.277 0.566 -3.352
C6 -0.971 -0.106 -4.309
C7 -1.069 0.667 -5.432
N4 -0.414 1.831 -5.153
C8 -0.252 2.960 -6.049
C9 2.478 2.020 -2.693
N5 2.491 0.699 -2.647
C10 3.794 0.336 -2.497
C11 4.578 1.456 -2.444
N6 3.735 2.522 -2.584
C12 4.100 3.920 -2.499
H1 -0.417 6.249 -0.557
H2 1.097 5.730 -1.314
H3 -0.404 5.761 -2.258
H4 -1.406 4.565 0.912
H5 -1.509 1.792 0.917
H6 -1.350 -1.097 -4.130
H7 -1.538 0.487 -6.384
H8 -0.439 2.637 -7.069
H9 -0.951 3.758 -5.798
H10 0.762 3.348 -5.975
H11 4.086 -0.700 -2.459
H12 5.642 1.580 -2.339
H13 5.166 4.023 -2.688
H14 3.548 4.495 -3.241
H15 3.875 4.305 -1.503
O1 2.004 -4.064 -1.107
C13 1.812 -2.730 -1.019
O2 0.872 -2.210 -1.667
C14 2.702 -2.022 -0.160
C15 3.800 -2.662 0.448
C16 4.674 -1.935 1.199
C17 4.468 -0.543 1.314
C18 3.372 0.043 0.723
N7 2.447 -0.670 0.036
C19 3.199 1.524 0.712
O3 4.075 2.282 1.387
O4 2.351 2.083 0.067
H16 1.339 -4.421 -1.713
H17 3.933 -3.722 0.289
H18 5.528 -2.400 1.670
H19 5.202 0.040 1.855
H20 4.582 1.772 2.028
C20 -3.044 -0.731 2.082
C21 -2.123 -0.337 3.262
P2 -0.284 -0.386 2.984
C22 0.043 -1.980 3.853
C23 -0.232 -2.157 5.210
C24 0.048 -3.365 5.828
C25 0.597 -4.413 5.102
C26 0.834 -4.261 3.747
C27 0.551 -3.052 3.128
C28 0.249 0.795 4.292
C29 -0.328 2.061 4.391
C30 0.141 2.991 5.306
C31 1.205 2.680 6.137
C32 1.795 1.430 6.042
C33 1.328 0.498 5.127
C34 -2.532 -1.846 1.130
P3 -1.918 -1.244 -0.542
C35 -3.437 -0.392 -1.112
C36 -4.706 -0.928 -0.889
C37 -5.831 -0.274 -1.361
C38 -5.707 0.909 -2.078
C39 -4.449 1.439 -2.316
C40 -3.320 0.797 -1.825
C41 -2.066 -2.833 -1.435
C42 -2.662 -2.909 -2.691
C43 -2.704 -4.116 -3.375
C44 -2.150 -5.257 -2.815
C45 -1.559 -5.189 -1.560
C46 -1.517 -3.985 -0.875
H21 -3.298 0.140 1.473
H22 -3.971 -1.074 2.544
H23 -2.311 -1.025 4.087
H24 -2.387 0.664 3.603
H25 -0.656 -1.348 5.791
H26 -0.159 -3.485 6.884
H27 0.833 -5.348 5.594
H28 1.245 -5.079 3.169
H29 0.736 -2.932 2.069
H30 -1.152 2.340 3.749
H31 -0.337 3.960 5.375
H32 1.573 3.404 6.851
H33 2.622 1.174 6.695
H34 1.800 -0.472 5.065
H35 -3.335 -2.542 0.886
H36 -1.747 -2.415 1.629
H37 -4.821 -1.855 -0.343
H38 -6.811 -0.692 -1.171
H39 -6.589 1.417 -2.443
H40 -4.347 2.356 -2.882
H41 -2.340 1.223 -1.988
H42 -3.112 -2.028 -3.131
H43 -3.173 -4.166 -4.348
H44 -2.186 -6.199 -3.345
H45 -1.135 -6.078 -1.112
H46 -1.050 -3.942 0.101

Properties
charge	+1
LUMO (alpha / beta)	-1.8 / -1.8	eV
2S+1	2
HOMO energy (alpha / beta)	-7.80 / -10.15	eV

---

--- x ---
C46H46HgN7O4P3 as an isolated structure. Source: OMol25; level of theory: the ωB97M-V functional and the def2-TZVPD basis.

Positions of all 107 atoms, in Å:
Hg1 -0.010 -0.730 -0.276
C1 1.193 4.939 0.662
N1 1.140 3.519 0.976
C2 2.169 2.818 1.538
C3 1.790 1.510 1.533
N2 0.548 1.397 0.979
C4 0.167 2.619 0.651
P1 -1.472 3.185 0.123
C5 -2.452 2.685 1.573
N3 -2.243 1.642 2.349
C6 -3.254 1.645 3.264
C7 -4.088 2.705 3.036
N4 -3.574 3.365 1.955
C8 -4.119 4.579 1.370
C9 -2.036 1.920 -1.055
N5 -1.983 0.604 -0.943
C10 -2.684 0.096 -2.000
C11 -3.170 1.115 -2.761
N6 -2.757 2.268 -2.157
C12 -3.031 3.597 -2.681
H1 1.679 5.467 1.479
H2 1.752 5.095 -0.261
H3 0.187 5.327 0.538
H4 3.071 3.303 1.871
H5 2.337 0.649 1.881
H6 -3.332 0.885 4.024
H7 -4.981 3.042 3.533
H8 -5.088 4.773 1.820
H9 -3.465 5.429 1.558
H10 -4.253 4.461 0.296
H11 -2.796 -0.963 -2.160
H12 -3.760 1.121 -3.661
H13 -4.104 3.735 -2.798
H14 -2.644 4.346 -1.996
H15 -2.545 3.719 -3.648
O1 1.694 2.847 -2.646
C13 1.463 1.578 -2.186
O2 0.385 1.022 -2.441
C14 2.539 0.995 -1.463
C15 3.822 1.594 -1.389
C16 4.860 0.925 -0.819
C17 4.632 -0.394 -0.333
C18 3.351 -0.893 -0.387
N7 2.292 -0.232 -0.873
C19 3.071 -2.276 0.127
O3 4.033 -3.187 -0.057
O4 2.047 -2.597 0.678
H16 0.943 3.049 -3.220
H17 3.956 2.580 -1.811
H18 5.842 1.372 -0.755
H19 5.427 -0.972 0.117
H20 4.727 -2.816 -0.619
C20 -1.264 -4.205 0.202
C21 -0.672 -3.764 1.551
P2 -0.766 -1.954 1.827
C22 -2.488 -1.744 2.363
C23 -2.868 -2.046 3.670
C24 -4.200 -1.955 4.045
C25 -5.160 -1.569 3.117
C26 -4.785 -1.265 1.817
C27 -3.451 -1.347 1.443
C28 0.226 -1.600 3.297
C29 0.091 -0.327 3.855
C30 0.844 0.024 4.964
C31 1.739 -0.883 5.517
C32 1.881 -2.144 4.959
C33 1.127 -2.505 3.850
C34 -0.228 -4.280 -0.936
P3 -0.016 -2.757 -1.928
C35 -1.309 -2.830 -3.203
C36 -1.260 -1.896 -4.241
C37 -2.260 -1.863 -5.197
C38 -3.334 -2.742 -5.115
C39 -3.399 -3.658 -4.078
C40 -2.388 -3.707 -3.126
C41 1.549 -2.991 -2.820
C42 2.149 -1.872 -3.398
C43 3.361 -1.994 -4.060
C44 3.985 -3.231 -4.143
C45 3.393 -4.348 -3.572
C46 2.177 -4.231 -2.913
H21 -2.112 -3.566 -0.072
H22 -1.685 -5.203 0.332
H23 0.372 -4.067 1.607
H24 -1.209 -4.235 2.377
H25 -2.123 -2.343 4.399
H26 -4.490 -2.189 5.061
H27 -6.199 -1.500 3.412
H28 -5.528 -0.953 1.095
H29 -3.154 -1.069 0.441
H30 -0.597 0.384 3.409
H31 0.734 1.011 5.395
H32 2.326 -0.606 6.383
H33 2.579 -2.853 5.386
H34 1.257 -3.490 3.423
H35 -0.462 -5.105 -1.613
H36 0.758 -4.483 -0.514
H37 -0.451 -1.177 -4.285
H38 -2.206 -1.145 -6.005
H39 -4.117 -2.712 -5.862
H40 -4.232 -4.345 -4.011
H41 -2.451 -4.435 -2.328
H42 1.678 -0.902 -3.304
H43 3.822 -1.120 -4.502
H44 4.934 -3.326 -4.656
H45 3.874 -5.315 -3.638
H46 1.732 -5.114 -2.475

Properties
charge	+1
LUMO (alpha / beta)	-1.5 / -1.6	eV
2S+1	2
HOMO energy (alpha / beta)	-7.58 / -10.10	eV

---

We find x to be the most stable, with the next structure 0.0425 hartree higher.